Entry 1:
17
Properties=species:S:1:pos:R:3:forces:R:3:mulliken_charge:R:1 method="wB97M-V/def2-TZVPD" e_tot_ha=-360.12997 total_charge=0 smiles=NCCc1c[nH]cn1 lumo_ha=0.0322 e_above_lowest_kj_mol=176.69 spin_multiplicity=1 e_homo_ev=-8.62
N 0.03086 1.26834 2.27004 -1.53 -0.63 -1.41 -0.74
C 1.06549 0.84018 1.28618 1.36 -1.44 4.59 -0.63
C 0.77735 -0.64232 0.94980 -1.78 -0.42 1.46 -0.44
C -0.12996 -0.58568 -0.26543 1.32 -2.27 -1.94 0.42
C 0.19338 -1.23083 -1.46279 -2.14 1.76 0.02 -0.58
N -0.78352 -0.73251 -2.40831 0.82 -1.81 0.66 -0.17
C -1.63839 0.11023 -1.74986 2.48 -1.55 4.01 -0.30
N -1.27128 0.13786 -0.39140 -0.80 1.50 -3.09 -0.52
H -0.00565 2.26207 2.46553 0.58 0.17 -0.14 0.24
H -0.83506 1.13569 1.65211 1.08 0.17 1.46 0.31
H 0.98934 1.42870 0.48154 -0.28 1.85 -3.60 0.46
H 2.15889 1.01721 1.62002 -1.74 -0.51 0.16 0.35
H 0.15325 -1.28672 1.80269 1.93 2.09 -1.75 0.26
H 1.76444 -1.11015 0.80267 -0.80 -0.32 -0.48 0.28
H 0.96936 -1.94667 -1.71199 -0.30 0.28 -0.13 0.39
H -1.08869 -1.41959 -3.12049 0.27 1.31 0.19 0.27
H -2.34982 0.75418 -2.22031 -0.49 -0.17 -0.01 0.40


Entry 2:
5
Properties=species:S:1:pos:R:3:forces:R:3:mulliken_charge:R:1 method="wB97M-V/def2-TZVPD" e_tot_ha=-429.22613 total_charge=0 lumo_ha="-0.1299 / -0.1127" e_above_lowest_kj_mol=241.80 spin_multiplicity=1 e_homo_ev="-12.08 / -13.58"
N 0.30634 -0.32413 -0.35260 1.31 1.27 -1.12 0.45
O -0.75484 0.16416 -0.64518 1.15 -0.97 -0.62 0.01
F 0.31454 -1.30167 0.55703 -0.73 0.05 0.49 -0.07
F 1.82602 1.05048 0.18680 -0.82 -0.68 -0.13 -0.20
F -1.64944 0.55432 0.53812 -0.91 0.33 1.39 -0.19


Entry 3:
41
Properties=species:S:1:pos:R:3:forces:R:3:mulliken_charge:R:1 method="wB97M-V/def2-TZVPD" e_tot_ha=-1069.49608 total_charge=-1 lumo_ha=0.0919 e_above_lowest_kj_mol=501.39 spin_multiplicity=1 e_homo_ev=-5.97
O 2.60628 3.41830 2.38190 2.60 -4.81 0.06 -0.70
H 1.58081 -1.41413 -1.34035 -1.71 0.11 0.81 0.29
O -1.65431 -4.95498 -0.57051 -2.79 -3.57 -1.85 -0.63
H -2.76590 -1.01430 -1.97553 0.40 2.14 -1.27 0.35
H 1.40711 -3.48328 0.12350 -1.44 0.35 0.44 0.15
O -0.72294 -1.99590 2.16466 2.51 0.72 3.70 -0.68
H 0.51272 -1.89064 -0.09237 1.37 -0.16 -1.21 0.53
H -2.52473 3.37699 1.56467 0.40 -0.47 -0.14 0.29
O -1.83916 2.97745 2.11501 0.07 -0.85 0.10 -0.57
H -3.76313 0.01308 0.27351 1.31 0.04 -0.43 0.27
H -1.40101 2.24180 1.62033 -0.93 1.28 0.41 0.26
O -3.04103 0.00400 0.91388 -3.37 -0.11 1.98 -0.56
H 2.42501 2.48808 2.80449 0.48 2.74 -1.31 0.34
H -1.12145 -4.23441 -0.52964 3.18 3.56 0.72 0.34
O -2.60617 -0.06177 -2.32551 -0.54 -2.63 1.28 -0.62
H 0.40922 1.80797 -1.98163 -1.14 0.91 -1.69 0.30
H -2.71938 -2.10094 3.41897 1.07 0.35 -0.24 0.32
O 0.90038 1.53351 -1.24563 0.94 1.61 1.24 -0.44
H 1.27909 4.05563 1.03145 -0.61 -0.74 -0.47 0.29
H -2.29972 0.32095 -1.49541 0.28 0.47 -0.18 0.28
O 0.47652 -3.24278 0.37957 1.28 0.76 -1.14 -0.92
H -0.07583 -2.28683 1.52101 0.70 -1.17 -0.84 0.26
H 3.22430 2.39086 -1.51074 -2.60 2.27 1.94 0.28
O 0.44098 3.59968 0.83388 -0.75 5.82 0.00 -0.58
H 0.63010 2.73314 0.81773 1.38 -4.88 -0.48 0.29
H -1.51429 -1.87670 1.76746 -3.72 0.51 -2.22 0.27
O 0.20664 0.76462 -4.29858 -1.62 2.17 -1.06 -0.63
H 0.80730 0.13994 -3.99952 1.56 -2.00 0.96 0.28
H -0.65860 0.34834 -4.33642 0.00 -0.16 0.25 0.32
O -2.95947 -1.33141 3.92383 -3.44 -1.89 1.12 -0.60
H 0.91344 0.59341 -1.32746 -0.04 -2.00 0.62 0.34
H 1.98474 3.96174 2.75034 -2.61 2.07 1.77 0.33
O 0.94831 -0.96651 -0.70887 0.00 -1.53 -0.26 -1.08
H 2.77350 -0.97960 -0.59801 1.61 -2.60 -0.20 0.41
H -2.39439 -0.61452 3.94848 2.30 1.50 -0.66 0.29
O 3.83827 1.80678 -1.82733 2.77 -1.99 -0.94 -0.60
H -2.14101 0.02217 0.74106 2.22 -0.02 -1.61 0.29
H 3.46283 1.63312 -2.67711 -0.15 -0.47 -0.98 0.30
O 3.44172 -1.70944 -1.00630 -0.08 5.20 -0.64 -0.69
H -1.99191 -5.12036 0.28732 -0.20 -0.02 1.21 0.28
H 3.92519 -0.95304 -1.53613 -0.68 -2.48 1.18 0.34


Entry 4:
31
Properties=species:S:1:pos:R:3:forces:R:3:mulliken_charge:R:1 method="wB97M-V/def2-TZVPD" e_tot_ha=-5782.41655 total_charge=-1 lumo_ha=0.0790 spin_multiplicity=1 e_homo_ev=-4.93
Sn 1.07051 -1.22440 -1.29799 0.05 -0.33 -0.36 0.79
Cl -0.36738 4.51257 2.17001 0.01 -0.03 -0.01 -0.22
C -0.05277 2.85767 1.76634 0.00 -0.01 0.02 0.25
C -0.07343 1.88189 2.74913 0.00 0.02 -0.01 0.18
Cl -0.42037 2.29833 4.39454 0.01 -0.01 -0.03 -0.23
C 0.18346 0.54879 2.40475 -0.02 -0.01 -0.01 0.29
Cl 0.13059 -0.70841 3.59702 0.00 0.03 -0.02 -0.21
C 0.46494 0.18388 1.09530 0.00 -0.10 0.01 0.12
O 0.68997 -1.07218 0.73382 -0.01 0.12 0.20 -0.92
C 0.47129 1.18302 0.08318 0.00 0.07 -0.02 0.63
O 0.70416 0.80741 -1.16064 -0.02 0.17 0.04 -0.91
C 0.21666 2.50211 0.43914 -0.02 -0.01 -0.03 0.19
Cl 0.22600 3.69221 -0.81878 0.00 -0.02 0.04 -0.21
F 6.51997 -1.67663 -1.14568 -0.02 0.03 0.02 -0.26
C 5.49601 -0.85945 -0.86728 0.02 0.10 -0.02 0.89
F 5.57223 -0.55332 0.44106 0.01 -0.03 -0.10 -0.25
F 5.69709 0.27989 -1.55856 0.03 -0.01 0.02 -0.26
C 4.12111 -1.48952 -1.22531 -0.10 -0.24 0.27 0.40
O 4.10423 -2.59548 -1.73040 -0.02 0.08 -0.08 -0.62
O 3.15346 -0.73108 -0.88241 0.18 0.15 -0.01 -0.70
Br -6.40068 -0.55124 -0.55541 -0.03 0.00 0.00 -0.18
C -4.52910 -0.77158 -0.73169 -0.01 0.01 -0.01 0.40
C -3.94222 -0.66748 -1.97940 0.00 0.02 -0.01 -0.61
C -2.56773 -0.83333 -2.05019 0.01 0.02 0.06 -0.24
N -1.80669 -1.08761 -0.99186 -0.07 0.00 0.04 0.02
C -2.39167 -1.18340 0.19940 0.03 0.00 -0.06 -0.24
C -3.75925 -1.03227 0.38453 0.02 0.01 0.03 -0.71
H -4.52770 -0.45835 -2.86275 0.00 0.00 0.00 0.41
H -2.05331 -0.75193 -3.00230 0.00 0.00 0.01 0.36
H -1.73083 -1.39070 1.03413 -0.01 0.00 0.01 0.43
H -4.19857 -1.10941 1.36829 0.01 0.00 0.01 0.42


Entry 5:
11
Properties=species:S:1:pos:R:3:forces:R:3:mulliken_charge:R:1 method="wB97M-V/def2-TZVPD" e_tot_ha=-359.45151 total_charge=0 lumo_ha="-0.0506 / -0.0406" e_above_lowest_kj_mol=676.87 spin_multiplicity=1 e_homo_ev="-9.70 / -10.14"
C 1.45960 -0.18474 0.41001 -0.28 0.71 -1.58 -0.87
C 0.37625 -0.14628 -0.67225 4.39 2.69 -0.81 -0.14
N -2.23990 0.14779 0.31102 1.59 -0.54 -0.76 0.79
O -1.75485 1.22867 0.43091 -1.42 -0.35 0.49 -0.40
O -3.19202 -0.47517 0.60085 -0.14 0.81 0.29 -0.41
O -0.49976 -1.02376 -0.61698 -4.39 -3.25 0.09 -0.43
H 2.23567 0.40191 -0.05573 0.65 0.51 0.56 0.28
H 0.98247 0.29990 1.22476 0.31 0.29 1.30 0.26
H 1.85537 -1.14833 0.62445 0.00 -0.85 0.24 0.30
H 0.81388 0.03298 -1.70233 -0.19 -0.46 0.22 0.35
H -0.03671 0.86703 -0.55471 -0.53 0.44 -0.05 0.27


Entry 6:
19
Properties=species:S:1:pos:R:3:forces:R:3:mulliken_charge:R:1 method="wB97M-V/def2-TZVPD" e_tot_ha=-829.66710 total_charge=0 smiles="CN(C)n1c(N)n[nH]c1=S" lumo_ha=0.0229 e_above_lowest_kj_mol=91.59 spin_multiplicity=1 e_homo_ev=-7.91
C 0.75008 -0.15306 1.88414 -0.88 -0.22 -2.48 -0.73
N 0.79705 0.50513 0.49686 -0.13 -0.29 0.04 -0.27
C 0.65592 1.96248 0.51088 0.20 0.19 5.42 -0.84
N -0.20196 -0.04937 -0.26091 -0.54 -3.40 -3.59 0.07
C -0.07963 -1.07848 -1.67563 -0.85 2.77 4.42 0.38
N 1.09814 -1.26359 -2.19950 2.97 0.40 -1.37 -0.44
N -1.20755 -1.52462 -1.90061 -1.91 -0.41 0.46 -0.59
N -2.11708 -1.00776 -0.92383 0.88 -1.71 -0.53 -0.07
C -1.45088 -0.35294 0.09950 -1.41 1.30 -1.30 0.24
S -2.43432 0.27372 1.25162 -0.47 0.35 1.63 -0.41
H 1.27439 -1.12207 1.67826 -0.36 0.85 0.95 0.25
H 1.23854 0.57145 2.49787 0.49 -0.18 0.88 0.36
H -0.35649 -0.28268 2.13350 1.80 0.11 0.25 0.22
H 0.58457 2.52601 -0.34088 0.18 0.48 -2.72 0.38
H -0.23422 2.25135 1.12399 0.24 -0.29 -0.53 0.31
H 1.48520 2.39285 1.16972 -0.65 -0.67 -1.19 0.29
H 1.17516 -1.15476 -3.20754 -0.09 -0.19 0.26 0.29
H 1.85970 -0.78898 -1.71183 -0.37 -0.19 -0.07 0.27
H -2.83662 -1.70468 -0.62561 0.91 1.10 -0.53 0.29